No. 1
Here is a structure of composition C41H64N4O2PtSSi4Te from the Open Molecules 2025 dataset. Energies are from ωB97M-V/def2-TZVPD.

Element x y z (Å)
Pt: -0.608 3.329 0.232
C: 0.861 0.808 -2.412
C: 2.152 1.584 -2.061
C: 3.159 1.169 -3.167
C: 2.654 1.216 -0.649
C: 3.498 0.132 -0.363
C: 3.895 -0.077 0.951
C: 3.330 0.654 1.947
C: 2.451 1.727 1.702
C: 1.921 2.458 2.848
C: 2.940 3.168 3.648
C: 1.012 1.616 3.768
C: 2.119 2.021 0.369
N: 1.350 3.209 0.092
C: 2.039 4.341 -0.080
O: 3.271 4.417 -0.179
C: 1.126 5.531 -0.262
C: 1.478 6.872 -0.453
C: 0.402 7.718 -0.677
C: -0.995 7.361 -0.529
C: -1.216 6.034 -0.386
N: -0.165 5.134 -0.210
C: -2.559 5.388 -0.164
O: -3.587 6.039 -0.352
N: -2.528 4.105 0.229
C: -3.649 3.206 0.158
C: -3.977 2.646 -1.109
C: -4.879 1.591 -1.160
C: -5.400 1.057 -0.027
C: -5.057 1.619 1.209
C: -4.210 2.682 1.299
C: -3.952 3.320 2.696
C: -4.341 4.814 2.832
C: -2.515 3.044 3.194
C: -3.406 3.222 -2.356
C: -4.498 4.051 -3.069
C: -2.771 2.156 -3.227
H: 0.683 0.971 -3.469
H: -0.011 1.037 -1.772
H: 0.945 -0.311 -2.273
H: 1.870 2.631 -2.092
H: 3.345 0.113 -3.163
H: 4.038 1.700 -2.964
H: 2.753 1.518 -4.088
H: 3.942 -0.420 -1.160
H: 4.562 -0.903 1.131
H: 3.654 0.601 2.986
H: 1.298 3.274 2.426
H: 3.609 2.427 4.141
H: 2.430 3.859 4.422
H: 3.607 3.770 3.062
H: 1.562 0.906 4.376
H: 0.169 1.068 3.306
H: 0.523 2.224 4.519
H: 2.549 7.142 -0.585
H: 0.628 8.779 -0.907
H: -1.761 8.143 -0.571
H: -5.213 1.200 -2.150
H: -5.885 0.102 -0.077
H: -5.399 1.154 2.137
H: -4.650 2.752 3.322
H: -3.653 5.471 2.268
H: -4.288 5.097 3.926
H: -5.329 5.001 2.447
H: -1.761 3.432 2.619
H: -2.362 1.953 3.301
H: -2.383 3.441 4.223
H: -2.700 4.006 -2.101
H: -5.453 3.479 -3.105
H: -4.266 4.306 -4.085
H: -4.649 4.935 -2.492
H: -3.538 1.802 -3.919
H: -2.368 1.342 -2.657
H: -1.961 2.541 -3.865
S: -2.185 -1.215 1.028
C: -1.468 0.288 0.856
N: -1.091 1.378 0.662
C: 4.380 -5.391 1.414
Si: 2.548 -5.875 1.437
C: 2.613 -7.653 0.864
C: 1.805 -5.656 3.177
Si: 1.160 -4.627 0.029
Te: 0.825 -2.386 1.143
Si: -0.908 -5.638 -0.138
C: -0.696 -7.108 -1.381
C: -1.542 -6.341 1.517
C: -2.216 -4.495 -0.867
Si: 2.122 -4.274 -2.144
C: 0.652 -4.176 -3.278
C: 3.291 -5.673 -2.578
C: 2.972 -2.683 -2.361
H: 4.965 -5.866 2.180
H: 4.582 -4.368 1.700
H: 4.901 -5.633 0.468
H: 3.120 -8.220 1.639
H: 3.254 -7.657 -0.027
H: 1.676 -8.163 0.736
H: 2.273 -6.347 3.871
H: 0.711 -5.771 3.140
H: 1.975 -4.574 3.509
H: 0.191 -7.722 -1.182
H: -0.630 -6.742 -2.381
H: -1.536 -7.829 -1.340
H: -0.793 -6.960 1.913
H: -2.558 -6.786 1.254
H: -1.832 -5.492 2.223
H: -2.144 -4.256 -1.869
H: -2.349 -3.636 -0.220
H: -3.150 -5.018 -0.777
H: 0.230 -5.126 -3.616
H: 0.805 -3.560 -4.163
H: -0.086 -3.682 -2.659
H: 2.752 -6.617 -2.471
H: 4.107 -5.721 -1.895
H: 3.783 -5.662 -3.605
H: 2.353 -1.820 -2.494
H: 3.670 -2.748 -3.205
H: 3.584 -2.403 -1.511

The calculation puts the orbital gap (spin up / spin down) at 0.1236 / 0.2001 hartree. As for the total charge: -2. The LUMO energy (spin up / spin down) is 3.64 / 3.04 eV. As for the spin multiplicity: 3. The calculation puts the total energy at -3913.8870 Eh.


No. 2
Here is a structure of composition C41H65CsN5O4PSe from the Open Molecules 2025 dataset. Energies are from ωB97M-V/def2-TZVPD.

Element x y z (Å)
Cs: -0.213 0.866 -0.330
C: 6.790 4.238 2.966
C: 5.681 3.565 3.788
C: 5.321 4.469 4.976
C: 6.236 2.253 4.343
C: 4.450 3.336 2.912
C: 3.934 2.070 2.619
C: 2.819 1.892 1.816
Se: 2.228 0.050 1.404
C: 3.426 -0.118 -0.112
C: 4.777 -0.234 0.139
C: 5.716 -0.268 -0.890
C: 5.207 -0.190 -2.184
C: 3.857 -0.093 -2.499
C: 2.883 -0.054 -1.441
O: 1.620 0.051 -1.619
C: 3.503 -0.018 -3.998
C: 2.004 0.035 -4.320
C: 4.138 1.242 -4.609
C: 4.065 -1.255 -4.721
C: 7.222 -0.364 -0.654
C: 7.558 -0.441 0.835
C: 7.788 -1.618 -1.335
C: 7.922 0.875 -1.231
C: 2.094 3.012 1.294
O: 0.971 2.818 0.693
C: 2.666 4.308 1.519
C: 3.796 4.415 2.328
C: 2.100 5.620 0.936
C: 1.557 6.499 2.072
C: 3.223 6.384 0.214
C: 0.973 5.445 -0.091
H: 7.695 4.380 3.568
H: 6.467 5.214 2.596
H: 7.039 3.623 2.099
H: 6.189 4.624 5.628
H: 4.521 4.013 5.565
H: 4.968 5.444 4.637
H: 7.116 2.456 4.961
H: 6.532 1.574 3.541
H: 5.495 1.739 4.960
H: 4.402 1.178 3.018
H: 5.088 -0.284 1.175
H: 5.918 -0.206 -3.009
H: 1.531 0.914 -3.888
H: 1.476 -0.830 -3.920
H: 1.890 0.059 -5.413
H: 3.733 2.135 -4.127
H: 3.923 1.298 -5.683
H: 5.222 1.254 -4.475
H: 3.623 -2.163 -4.303
H: 5.149 -1.333 -4.619
H: 3.825 -1.212 -5.790
H: 7.087 -1.307 1.305
H: 7.217 0.454 1.363
H: 8.642 -0.524 0.967
H: 7.305 -2.513 -0.936
H: 8.869 -1.699 -1.171
H: 7.606 -1.596 -2.412
H: 7.531 1.780 -0.761
H: 7.749 0.959 -2.306
H: 9.005 0.830 -1.059
H: 4.190 5.412 2.519
H: 2.329 6.708 2.818
H: 0.734 5.990 2.580
H: 1.185 7.454 1.681
H: 4.038 6.661 0.886
H: 2.827 7.303 -0.233
H: 3.643 5.766 -0.583
H: 0.085 4.992 0.343
H: 1.280 4.799 -0.914
H: 0.716 6.435 -0.490
O: -2.018 -2.028 1.153
C: -2.102 -3.143 0.302
C: -2.536 -2.813 -1.114
C: -3.249 -3.759 -1.852
C: -3.545 -3.504 -3.178
C: -3.127 -2.307 -3.737
C: -2.446 -1.417 -2.920
N: -2.161 -1.653 -1.641
H: -1.076 -1.809 1.245
H: -2.797 -3.873 0.732
H: -1.117 -3.616 0.244
H: -3.558 -4.684 -1.378
H: -4.098 -4.226 -3.768
H: -3.323 -2.064 -4.773
H: -2.107 -0.462 -3.310
N: 0.782 -3.289 1.010
C: 1.589 -2.446 0.920
C: -4.568 1.406 3.873
N: -4.106 1.127 2.532
C: -4.367 -0.237 2.095
P: -2.968 2.066 1.752
O: -2.492 1.352 0.542
N: -1.912 2.493 2.951
C: -1.076 3.701 2.843
C: -1.125 1.350 3.455
N: -3.657 3.523 1.334
C: -4.184 3.690 -0.005
C: -4.209 4.442 2.302
H: -5.663 1.380 3.920
H: -4.231 2.382 4.211
H: -4.187 0.659 4.583
H: -5.447 -0.395 1.980
H: -3.986 -0.961 2.823
H: -3.865 -0.432 1.154
H: -1.634 4.513 2.382
H: -0.187 3.506 2.237
H: -0.784 4.005 3.852
H: -1.719 0.437 3.396
H: -0.861 1.533 4.499
H: -0.198 1.195 2.887
H: -3.774 2.926 -0.659
H: -3.906 4.673 -0.398
H: -5.281 3.615 -0.016
H: -3.747 4.301 3.277
H: -5.297 4.318 2.410
H: -4.020 5.474 1.989

The calculation puts the orbital gap at 0.1669 hartree. As for the total charge: -2. The LUMO energy is 3.47 eV. The calculation puts the energy relative to the best compared isomer or geometry (same formula, charge and spin) at 259.0 kJ/mol. As for the spin multiplicity: 1. The calculation puts the total energy at -4939.0077 Eh.


No. 3
Here is a structure of composition C41H66AsN5O6PPtSSi2 from the Open Molecules 2025 dataset. Energies are from ωB97M-V/def2-TZVPD.

Element x y z (Å)
Pt: -0.119 -0.486 -0.516
C: -0.431 -2.615 2.355
Si: -0.487 -2.509 0.461
C: -2.056 -3.402 -0.066
C: 0.949 -3.648 -0.075
C: 1.080 -4.967 0.382
C: 2.133 -5.777 -0.024
C: 3.082 -5.271 -0.907
C: 2.960 -3.964 -1.361
C: 1.900 -3.140 -0.955
Si: 1.722 -1.331 -1.548
C: 3.451 -0.626 -1.269
C: 1.505 -1.396 -3.416
H: -0.903 -3.535 2.719
H: -0.934 -1.762 2.822
H: 0.610 -2.608 2.685
H: -1.983 -4.459 0.207
H: -2.198 -3.320 -1.144
H: -2.947 -2.980 0.410
H: 0.345 -5.371 1.075
H: 2.215 -6.795 0.342
H: 3.908 -5.892 -1.237
H: 3.709 -3.577 -2.049
H: 4.142 -1.117 -1.962
H: 3.794 -0.812 -0.248
H: 3.508 0.448 -1.448
H: 2.211 -2.113 -3.849
H: 1.683 -0.415 -3.869
H: 0.487 -1.693 -3.671
O: 0.019 0.707 2.163
P: 0.362 1.685 3.218
N: 1.827 2.372 2.912
C: 2.588 3.182 3.854
C: 4.026 2.698 3.648
C: 4.081 2.347 2.160
C: 2.673 1.833 1.816
N: 0.491 0.987 4.746
C: 1.580 -0.012 4.810
C: 1.287 -0.752 6.102
C: -0.230 -0.923 6.031
C: -0.723 0.350 5.321
N: -0.635 3.000 3.401
C: -0.696 3.865 2.189
C: -1.854 4.801 2.496
C: -2.843 3.872 3.197
C: -1.945 2.998 4.075
H: 2.223 3.033 4.871
H: 2.500 4.250 3.617
H: 4.199 1.803 4.250
H: 4.768 3.446 3.932
H: 4.827 1.586 1.934
H: 4.311 3.227 1.565
H: 2.645 0.743 1.864
H: 1.572 1.454 0.115
H: 2.548 0.487 4.811
H: 1.543 -0.703 3.958
H: 1.565 -0.131 6.956
H: 1.818 -1.702 6.165
H: -0.692 -1.042 7.010
H: -0.469 -1.799 5.426
H: -1.196 1.043 6.018
H: -1.448 0.088 4.545
H: -0.892 3.275 1.288
H: 0.252 4.384 2.050
H: -2.258 5.261 1.595
H: -1.533 5.591 3.181
H: -3.348 3.255 2.451
H: -3.597 4.399 3.783
H: -2.362 1.997 4.186
H: -1.842 3.429 5.076
N: 2.200 2.152 0.509
C: 2.321 3.343 -0.172
C: 2.171 3.335 -1.568
C: 2.313 4.495 -2.304
C: 2.613 5.705 -1.684
C: 2.735 5.729 -0.304
C: 2.580 4.573 0.449
H: 1.936 2.401 -2.064
H: 2.194 4.452 -3.381
H: 2.739 6.609 -2.267
H: 2.940 6.665 0.204
H: 2.632 4.632 1.528
C: -3.985 2.417 -0.304
As: -3.839 0.501 -0.129
C: -3.191 0.192 1.654
C: -5.713 0.014 -0.087
O: -3.091 -0.354 -1.320
H: -4.627 2.791 0.496
H: -4.433 2.646 -1.271
H: -2.990 2.851 -0.240
H: -3.727 0.833 2.357
H: -2.116 0.401 1.680
H: -3.359 -0.856 1.903
H: -6.278 0.657 0.590
H: -5.815 -1.027 0.214
H: -6.095 0.126 -1.101
C: 3.013 1.140 -6.818
C: 1.657 1.792 -6.820
C: 0.506 1.026 -6.952
C: -0.751 1.613 -6.887
C: -0.849 2.980 -6.693
C: 0.286 3.770 -6.583
C: 1.532 3.170 -6.653
S: -2.427 3.711 -6.398
O: -3.435 2.750 -6.754
O: -2.491 5.022 -6.987
N: -2.315 3.945 -4.785
C: -2.161 2.746 -3.930
C: -1.374 3.083 -2.680
C: -1.005 1.803 -1.939
O: -1.048 1.802 -0.673
O: -0.633 0.838 -2.625
H: 3.010 0.224 -7.408
H: 3.301 0.872 -5.799
H: 3.775 1.810 -7.217
H: 0.592 -0.045 -7.086
H: -1.655 1.025 -6.972
H: 0.179 4.838 -6.443
H: 2.426 3.778 -6.567
H: -3.040 4.590 -4.486
H: -1.580 2.013 -4.482
H: -3.123 2.282 -3.699
H: -1.898 3.785 -2.027
H: -0.436 3.551 -2.979

The calculation puts the orbital gap at 0.2367 hartree. As for the total charge: -1. The LUMO energy is 2.26 eV. The calculation puts the energy relative to the best compared isomer or geometry (same formula, charge and spin) at 106.7 kJ/mol. As for the spin multiplicity: 1. The calculation puts the total energy at -6000.9920 Eh.


No. 4
Here is a cluster of 6 separate species, C41H66BBrFN3O23PS in total from the Open Molecules 2025 dataset. Energies are from ωB97M-V/def2-TZVPD.

Element x y z (Å)
C: 2.357 -1.183 1.815
C: 1.457 -0.457 0.830
O: 1.184 0.846 1.389
C: 0.385 1.685 0.701
F: -0.193 0.974 -0.319
C: 1.269 2.783 0.010
C: 2.774 2.563 0.179
C: 3.576 3.648 -0.528
O: 4.632 4.059 0.384
C: 4.604 5.359 0.692
O: 4.758 5.774 1.809
B: 1.047 2.715 -1.582
O: 1.901 1.987 -2.400
O: 0.030 3.382 -2.156
C: 0.854 4.118 0.687
C: 0.094 3.694 1.920
Br: 1.519 3.276 3.243
C: -0.708 4.828 2.596
C: -0.768 6.143 1.844
C: -1.719 7.172 2.495
C: -2.248 6.725 3.825
O: -1.574 6.619 4.814
O: -3.562 6.383 3.849
N: -0.674 2.467 1.537
C: -1.309 1.875 2.829
C: -1.096 0.457 3.329
C: -1.567 -0.743 2.517
C: -2.979 -1.167 2.890
S: -3.554 -2.615 1.981
C: -3.293 -2.243 0.315
N: -2.174 -2.164 -0.304
N: -2.465 -1.825 -1.609
C: -3.737 -1.736 -1.673
O: -4.335 -1.980 -0.497
P: -2.051 2.827 0.273
C: -3.177 1.415 0.175
C: -3.121 4.218 0.749
H: 2.624 -0.524 2.627
H: 1.814 -2.002 2.259
H: 3.236 -1.548 1.325
H: 1.995 -0.374 -0.098
H: 0.578 -1.045 0.695
H: 3.103 2.560 1.204
H: 3.105 1.629 -0.241
H: 2.979 4.525 -0.744
H: 4.063 3.261 -1.405
H: 4.463 6.052 -0.142
H: 1.575 1.087 -2.498
H: 0.004 3.163 -3.092
H: 0.261 4.617 -0.065
H: 1.675 4.757 0.945
H: -0.286 5.051 3.554
H: -1.697 4.466 2.833
H: -1.037 6.055 0.806
H: 0.224 6.569 1.856
H: -1.234 8.125 2.610
H: -2.544 7.337 1.817
H: -4.081 6.991 3.314
H: -2.374 2.014 2.723
H: -1.047 2.501 3.662
H: -0.057 0.320 3.560
H: -1.599 0.417 4.286
H: -1.438 -0.668 1.452
H: -0.950 -1.574 2.823
H: -2.933 -1.536 3.898
H: -3.683 -0.344 2.895
H: -4.329 -1.486 -2.521
H: -3.632 1.122 1.113
H: -3.970 1.786 -0.458
H: -2.687 0.606 -0.331
H: -2.765 5.150 0.362
H: -4.050 4.011 0.235
H: -3.389 4.304 1.791
C: -3.757 3.193 -5.990
C: -3.646 3.370 -4.497
C: -4.917 3.090 -3.723
O: -4.768 3.943 -2.576
C: -3.981 4.989 -2.952
O: -3.823 5.969 -2.303
O: -3.410 4.749 -4.150
H: -4.041 2.170 -6.235
H: -4.497 3.878 -6.402
H: -2.807 3.414 -6.473
H: -2.813 2.780 -4.103
H: -5.010 2.051 -3.415
H: -5.816 3.388 -4.264
C: 6.638 -4.005 -2.154
C: 5.207 -3.666 -2.471
C: 4.955 -2.221 -2.838
O: 3.588 -2.035 -2.398
C: 3.366 -2.906 -1.393
O: 2.412 -2.878 -0.674
O: 4.360 -3.801 -1.298
H: 7.272 -3.797 -3.014
H: 6.987 -3.429 -1.296
H: 6.734 -5.059 -1.898
H: 4.820 -4.338 -3.240
H: 5.052 -2.028 -3.898
H: 5.592 -1.528 -2.282
C: -6.271 -7.008 5.505
C: -5.585 -5.991 4.632
C: -4.139 -6.288 4.328
O: -3.593 -4.960 4.136
C: -4.348 -4.114 4.863
O: -4.061 -2.977 5.090
O: -5.466 -4.713 5.302
H: -6.255 -7.989 5.031
H: -5.780 -7.072 6.476
H: -7.308 -6.725 5.684
H: -6.157 -5.832 3.714
H: -3.996 -6.883 3.439
H: -3.618 -6.761 5.162
C: 6.770 -0.695 -9.057
C: 6.136 -1.418 -7.897
C: 6.106 -0.641 -6.598
O: 6.138 -1.695 -5.617
C: 6.770 -2.759 -6.188
O: 7.135 -3.710 -5.581
O: 6.914 -2.572 -7.511
H: 6.235 0.230 -9.270
H: 7.813 -0.463 -8.840
H: 6.756 -1.318 -9.949
H: 5.136 -1.768 -8.166
H: 5.210 -0.038 -6.480
H: 6.987 -0.012 -6.459
C: 0.664 -4.813 3.734
C: 0.421 -6.243 3.337
C: 0.304 -6.490 1.848
O: -0.568 -7.639 1.803
C: -1.332 -7.603 2.914
O: -2.298 -8.266 3.114
O: -0.868 -6.692 3.790
H: 1.588 -4.450 3.295
H: -0.164 -4.183 3.402
H: 0.729 -4.723 4.818
H: 1.177 -6.894 3.783
H: 1.255 -6.711 1.371
H: -0.181 -5.664 1.323

The calculation puts the orbital gap at 0.3461 hartree. As for the total charge: +1. The LUMO energy is -2.02 eV. As for the spin multiplicity: 1. The calculation puts the total energy at -6934.8459 Eh.